{
  "formula": "C4H11NO2",
  "method": "wB97M-V/def2-TZVPD",
  "e_homo_ev": -9.486,
  "largest_force_ev_per_a": 3.4,
  "smiles": "CC(C)C(N)=O.O",
  "homo_lumo_gap_ha": 0.3823,
  "spin_multiplicity": 1,
  "energy_ev": -9910.92129,
  "de_lowest_kcal_mol": 30.5,
  "species": ["C", "C", "C", "C", "N", "O", "H", "H", "H", "H", "H", "H", "H", "H", "H", "O", "H", "H"],
  "coordinates": [[1.595742, 1.316340, -0.467412], [0.759872, 0.024269, -0.200252], [0.528940, -0.647362, -1.661841], [-0.627422, 0.315458, 0.324544], [-1.472399, 1.100979, -0.504458], [-1.043058, 0.012512, 1.390259], [1.774442, 2.074820, 0.322603], [1.175695, 1.889497, -1.298498], [2.623129, 0.977319, -0.874374], [1.315384, -0.652336, 0.483460], [0.007450, 0.159866, -2.203040], [1.533644, -0.822500, -2.094398], [0.154143, -1.632740, -1.494491], [-1.395609, 1.018540, -1.501117], [-2.275913, 1.632514, -0.016903], [-1.759296, -1.994617, 3.162772], [-0.820392, -1.836244, 3.397418], [-2.074356, -2.936321, 3.235734]],
  "forces_ev_per_a": [[1.509, -0.368, -0.785], [0.367, 0.047, -1.739], [2.284, 1.404, 2.026], [-0.798, 1.727, -1.656], [-0.477, 0.624, 1.451], [0.024, -0.646, 2.305], [-0.292, -0.920, 0.008], [-0.230, -0.133, 0.051], [-1.431, 0.515, 0.830], [-0.645, 0.371, -0.379], [0.025, -1.282, -0.366], [-0.499, 0.406, -0.037], [-1.221, -0.355, -0.437], [-0.374, 0.493, 0.085], [1.897, -1.713, -1.438], [-0.449, -0.824, 0.157], [-1.017, -0.843, -0.246], [1.326, 1.497, 0.172]],
  "mulliken_charge": [-1.10, 0.15, -1.24, 0.44, -0.38, -0.50, 0.35, 0.25, 0.30, 0.32, 0.37, 0.34, 0.31, 0.14, 0.25, -0.60, 0.31, 0.30]
}